The following is a quantum chemistry calculation of one molecule with the formula C17H15N3O3S, from the OMol25 dataset.

orbital gap	9.016	eV
SMILES string	O=C(COc1ccccc1)Nc1nnc(COc2ccccc2)s1
charge	0
LUMO	0.558	eV

Each line ends with the Mulliken charge.
Cartesian coordinates (Å):
O  -2.055  -2.454  1.199  -0.641
C  -2.491  -1.856  0.243  0.643
C  -3.978  -1.720  -0.065  -0.626
O  -4.286  -0.615  -0.874  -0.547
C  -4.210  0.642  -0.315  0.762
C  -3.700  0.914  0.947  -0.216
C  -3.665  2.224  1.400  -0.704
C  -4.125  3.259  0.608  -0.518
C  -4.627  2.983  -0.654  -0.358
C  -4.671  1.684  -1.116  -0.568
N  -1.690  -1.256  -0.683  -0.042
C  -0.327  -1.267  -0.595  0.369
N  0.451  -0.708  -1.459  -0.660
N  1.736  -0.854  -1.168  -0.107
C  1.965  -1.514  -0.094  0.577
C  3.320  -1.832  0.447  -0.689
O  4.353  -1.112  -0.162  -0.448
C  4.401  0.246  0.001  0.747
C  5.424  0.895  -0.689  -0.587
C  5.581  2.260  -0.580  -0.374
C  4.723  3.001  0.219  -0.527
C  3.710  2.359  0.904  -0.642
C  3.543  0.987  0.803  -0.164
S  0.502  -2.060  0.726  -0.162
H  -4.539  -1.715  0.877  0.419
H  -4.283  -2.600  -0.641  0.346
H  -3.326  0.128  1.584  0.371
H  -3.268  2.428  2.383  0.370
H  -4.092  4.275  0.970  0.382
H  -4.988  3.784  -1.281  0.372
H  -5.060  1.448  -2.094  0.406
H  -2.102  -0.768  -1.470  0.243
H  3.547  -2.885  0.240  0.395
H  3.318  -1.694  1.539  0.378
H  6.080  0.301  -1.306  0.401
H  6.376  2.751  -1.121  0.358
H  4.844  4.070  0.303  0.374
H  3.034  2.926  1.528  0.354
H  2.738  0.518  1.348  0.315

***

The following is a quantum chemistry calculation of one molecule with the formula C17H15N3O4, from the OMol25 dataset.

orbital gap	8.822	eV
SMILES string	COc1ccccc1OCc1nc(C#N)c(NCc2ccco2)o1
charge	0
LUMO	0.565	eV

Each line ends with the Mulliken charge.
Cartesian coordinates (Å):
C  -0.803  -1.000  2.337  -1.026
O  0.126  0.039  2.151  -0.282
C  -0.070  1.209  2.825  0.673
C  -1.135  1.461  3.680  -0.683
C  -1.243  2.681  4.326  -0.651
C  -0.295  3.667  4.134  -0.631
C  0.766  3.431  3.277  -0.351
C  0.890  2.216  2.627  0.638
O  1.976  1.990  1.795  -0.475
C  1.762  2.378  0.448  -0.840
C  0.683  1.566  -0.176  0.653
N  -0.575  1.827  -0.170  -0.514
C  -1.189  0.726  -0.725  0.173
C  -2.567  0.557  -0.860  -0.012
N  -3.692  0.353  -0.964  -0.541
C  -0.197  -0.188  -1.054  0.731
N  -0.266  -1.387  -1.670  -0.091
C  0.857  -2.309  -1.711  -0.361
C  0.834  -3.087  -2.983  0.162
C  1.524  -2.946  -4.151  -0.480
C  1.052  -3.965  -5.014  -0.439
C  0.109  -4.643  -4.309  -0.445
O  -0.032  -4.120  -3.081  -0.345
O  0.988  0.346  -0.716  -0.398
H  -0.436  -1.834  1.739  0.145
H  -1.802  -0.716  1.989  0.405
H  -0.854  -1.309  3.386  0.456
H  -1.895  0.713  3.844  0.389
H  -2.081  2.855  4.984  0.388
H  -0.381  4.615  4.640  0.382
H  1.519  4.185  3.106  0.440
H  2.712  2.200  -0.061  0.336
H  1.484  3.438  0.390  0.384
H  -1.188  -1.781  -1.778  0.272
H  0.817  -3.002  -0.858  0.241
H  1.775  -1.723  -1.652  0.372
H  2.276  -2.216  -4.366  0.448
H  1.374  -4.160  -6.016  0.423
H  -0.509  -5.483  -4.558  0.452

***

The following is a quantum chemistry calculation of one molecule with the formula C17H15N3O4, from the OMol25 dataset.

orbital gap	8.296	eV
SMILES string	COc1ccc(CC(=O)OCn2nnc3ccccc3c2=O)cc1
charge	0
LUMO	-0.083	eV

Each line ends with the Mulliken charge.
Cartesian coordinates (Å):
C  3.506  -3.455  -6.063  -0.839
O  2.483  -2.607  -5.604  -0.450
C  2.179  -2.613  -4.276  0.874
C  2.792  -3.414  -3.321  -0.391
C  2.395  -3.333  -1.995  -0.918
C  1.387  -2.471  -1.599  0.427
C  0.962  -2.370  -0.161  -1.040
C  1.331  -1.032  0.433  0.775
O  2.051  -0.207  -0.048  -0.567
O  0.742  -0.892  1.650  -0.398
C  0.870  0.356  2.276  -0.430
N  -0.348  1.127  2.087  0.656
N  -0.847  1.113  0.848  -0.329
N  -1.891  1.708  0.553  -0.909
C  -2.590  2.421  1.498  0.006
C  -3.764  3.085  1.127  -0.252
C  -4.467  3.796  2.072  -0.417
C  -4.024  3.860  3.394  -0.544
C  -2.870  3.212  3.776  -0.649
C  -2.143  2.488  2.831  0.500
C  -0.914  1.784  3.184  0.868
O  -0.394  1.741  4.278  -0.684
C  0.779  -1.669  -2.560  -0.249
C  1.167  -1.737  -3.879  -0.638
H  4.466  -3.219  -5.592  0.341
H  3.265  -4.509  -5.888  0.334
H  3.579  -3.277  -7.135  0.238
H  3.580  -4.100  -3.589  0.376
H  2.885  -3.960  -1.265  0.290
H  -0.120  -2.485  -0.060  0.357
H  1.437  -3.146  0.444  0.404
H  1.722  0.901  1.846  0.330
H  0.996  0.208  3.353  0.372
H  -4.088  3.022  0.101  0.473
H  -5.374  4.312  1.791  0.377
H  -4.591  4.424  4.120  0.406
H  -2.506  3.246  4.791  0.452
H  0.000  -0.982  -2.264  0.433
H  0.703  -1.117  -4.630  0.419

***

Sequential relative energy (zero: lowest compared OMol25 entry of this formula, charge and spin) output: 49.4 68.8 40.4 kcal/mol
Sequential DFT total energy output: -39319.69306 -30530.55984 -30531.78918 eV
Sequential HOMO output: -0.31082 -0.30343 -0.30791 Eh